[1]
The following is a quantum chemistry calculation of a structure of composition C9H28F2KN3O9S2, from the Open Molecules 2025 dataset.

Summary:
Largest force on an atom = 0.0551 hartree/bohr
Frontier orbital gap = 9.7 eV
E = -76116.900 eV

The geometry in ORCA input format:
```
! RIJCOSX wB97M-V def2-TZVPD def2/J DEFGRID3
* xyz 0 1
K -0.06 0.13 0.41
N 2.82 -0.48 0.83
S 4.19 -1.31 0.78
O 4.63 -1.79 2.04
O 5.16 -0.83 -0.15
F 3.60 -2.60 0.02
S 3.37 0.97 1.45
O 4.00 1.77 0.47
O 3.79 1.03 2.80
F 1.90 1.62 1.55
C -3.48 -2.32 -1.74
C -2.38 -2.29 -0.68
O -2.51 -1.21 0.23
H -4.45 -2.45 -1.25
H -3.32 -3.13 -2.45
H -3.47 -1.41 -2.34
H -1.39 -2.30 -1.14
H -2.42 -3.24 -0.14
H -3.44 -1.10 0.46
C 2.66 0.32 -3.94
C 2.55 0.60 -2.45
O 1.92 -0.53 -1.83
H 1.70 -0.02 -4.32
H 3.43 -0.43 -4.09
H 2.97 1.22 -4.48
H 1.95 1.50 -2.28
H 3.53 0.76 -2.00
H 2.32 -0.61 -0.95
C -3.23 2.95 3.47
C -2.26 1.79 3.36
O -1.33 1.93 2.27
H -3.90 3.07 2.62
H -2.70 3.90 3.57
H -3.80 2.85 4.39
H -2.74 0.82 3.28
H -1.65 1.79 4.28
H -1.17 2.88 2.17
C -1.87 0.99 -2.50
C -1.05 2.24 -2.45
O -0.63 2.45 -1.08
H -2.52 0.96 -3.38
H -2.53 0.95 -1.63
H -1.26 0.08 -2.52
H -1.67 3.08 -2.77
H -0.16 2.23 -3.08
H -0.50 3.40 -0.97
C 0.27 -2.80 2.25
O -0.71 -3.37 2.69
N 0.69 -1.56 2.70
N 0.98 -3.27 1.17
H 1.40 -1.05 2.19
H 0.22 -1.20 3.51
H 0.78 -4.19 0.85
H 1.76 -2.76 0.78
*
```

Here are the Löwdin charges for atoms 1 to 2, given in e:
1 K 0.80
2 N -0.35

[2]
The following is a quantum chemistry calculation of a structure of composition C9H29CsN2O6, from the Open Molecules 2025 dataset.

Summary:
Largest force on an atom = 0.0618 hartree/bohr
Frontier orbital gap = 4.1 eV
E = -25612.017 eV

The geometry in ORCA input format:
```
! RIJCOSX wB97M-V def2-TZVPD def2/J DEFGRID3
* xyz 0 1
Cs 22.84 5.99 -12.12
O 24.85 7.07 -7.69
H 25.04 6.80 -6.77
C 26.59 11.34 -4.06
O 26.87 11.66 -2.94
N 26.14 12.17 -5.00
N 26.39 10.09 -4.43
H 26.04 13.14 -4.76
H 25.85 11.78 -5.88
H 26.36 9.42 -3.67
H 25.87 9.95 -5.29
C 24.76 1.01 -4.63
C 24.25 2.25 -5.40
O 25.02 2.50 -6.53
H 24.24 1.00 -3.67
H 25.80 1.02 -4.31
H 24.53 0.17 -5.29
H 24.25 3.15 -4.78
H 23.17 2.18 -5.58
H 25.02 3.46 -6.64
C 31.82 6.64 -8.01
C 30.44 6.21 -7.50
O 29.64 6.63 -8.62
H 31.84 7.69 -8.28
H 32.13 6.05 -8.87
H 32.63 6.62 -7.28
H 30.17 6.81 -6.63
H 30.30 5.16 -7.26
H 28.72 6.67 -8.35
C 19.56 9.73 -5.42
C 19.78 9.47 -7.01
O 20.13 8.09 -7.09
H 20.45 9.71 -4.81
H 18.80 9.11 -4.96
H 19.23 10.76 -5.27
H 20.52 10.07 -7.53
H 18.79 9.58 -7.46
H 21.06 8.01 -7.31
C 26.60 13.16 -11.24
C 26.55 11.71 -10.80
O 25.49 11.48 -9.93
H 25.70 13.43 -11.80
H 27.44 13.44 -11.87
H 26.70 13.70 -10.30
H 27.47 11.54 -10.25
H 26.52 11.03 -11.65
H 25.49 10.57 -9.62
*
```

Here are the Löwdin charges for atoms 1 to 2, given in e:
1 Cs 0.94
2 O -0.69

[3]
The following is a quantum chemistry calculation of a cluster of 6 separate species, C9H29NO6 in total, from the Open Molecules 2025 dataset.

Summary:
Largest force on an atom = 0.0877 hartree/bohr
Frontier orbital gap = 8.0 eV
E = -23574.453 eV

The geometry in ORCA input format:
```
! RIJCOSX wB97M-V def2-TZVPD def2/J DEFGRID3
* xyz 0 1
C 1.95 2.33 0.84
C 0.78 1.95 -0.09
C 0.84 0.37 -0.13
C -0.38 -0.33 -0.78
C -1.68 0.28 -0.24
C -1.78 1.79 -0.08
N -0.53 2.34 0.51
O -0.52 3.71 0.67
C -2.25 2.45 -1.39
C -2.97 2.15 0.84
C 1.04 2.48 -1.47
H 2.86 2.37 0.24
H 2.09 1.78 1.77
H 1.85 3.32 1.28
H 1.65 0.03 -0.78
H 0.89 -0.04 0.87
H -0.43 -1.41 -0.67
H -0.30 -0.19 -1.86
H -1.86 -0.19 0.73
H -2.58 0.08 -0.83
H -1.85 3.45 -1.52
H -1.94 1.79 -2.21
H -3.29 2.71 -1.54
H -3.83 1.49 0.86
H -2.67 2.13 1.89
H -3.41 3.14 0.72
H 2.00 2.34 -1.95
H 0.76 3.53 -1.45
H 0.19 2.19 -2.10
H -0.28 3.79 1.60
O -1.07 -4.49 0.28
H -1.45 -5.06 -0.39
H -0.44 -3.94 -0.19
O 0.83 -3.90 -1.14
H 1.17 -3.70 -2.01
H 0.83 -4.86 -1.09
O 1.39 -2.58 0.43
H 0.82 -2.06 -0.13
H 1.59 -3.37 -0.07
O 3.05 -1.21 1.40
H 2.37 -1.87 1.25
H 3.20 -1.24 2.34
O 1.20 -4.50 2.24
H 1.16 -5.27 1.66
H 0.98 -3.76 1.68
*
```

Here are the Löwdin charges for atoms 1 to 2, given in e:
1 C -0.03
2 C -0.48

[4]
The following is a quantum chemistry calculation of a structure of composition C9H30AlClN12O7P, from the Open Molecules 2025 dataset.

Summary:
Largest force on an atom = 0.0283 hartree/bohr
Frontier orbital gap = 5.7 eV
E = -70448.264 eV

The geometry in ORCA input format:
```
! RIJCOSX wB97M-V def2-TZVPD def2/J DEFGRID3
* xyz -1 1
C -1.49 -0.52 -0.47
C -0.96 0.54 -0.70
C -0.13 1.75 -0.99
Al 1.75 1.18 -1.64
P 2.99 0.13 0.09
O 2.49 0.84 1.56
Cl 2.48 -1.94 0.17
H -1.83 -1.46 -0.09
H -0.59 2.30 -1.82
H -0.06 2.40 -0.10
H 2.61 2.45 -2.10
H 1.63 0.16 -2.84
H 1.59 0.52 1.71
C 3.49 0.46 -5.45
O 2.73 1.01 -4.68
N 4.68 -0.07 -5.03
N 3.23 0.32 -6.79
H 5.33 -0.53 -5.64
H 4.90 0.02 -4.06
H 2.36 0.69 -7.13
H 3.85 -0.14 -7.43
C 6.45 -0.88 2.92
O 7.45 -0.95 3.62
N 5.84 0.29 2.61
N 5.86 -1.99 2.37
H 5.01 0.34 2.03
H 6.23 1.13 2.98
H 6.28 -2.88 2.57
H 5.04 -1.95 1.79
C -2.26 3.36 2.03
O -1.13 3.76 1.82
N -2.87 2.39 1.31
N -3.03 3.88 3.05
H -3.81 2.07 1.48
H -2.36 1.97 0.55
H -2.62 4.60 3.61
H -3.96 3.58 3.25
C -6.32 2.95 -0.26
O -5.61 2.06 0.18
N -7.69 2.88 -0.24
N -5.80 4.09 -0.79
H -8.28 3.61 -0.59
H -8.10 2.06 0.14
H -4.79 4.17 -0.81
H -6.35 4.85 -1.15
C -5.36 -1.76 -0.15
O -4.39 -1.93 0.57
N -5.76 -0.52 -0.55
N -6.12 -2.80 -0.61
H -6.55 -0.36 -1.14
H -5.22 0.27 -0.23
H -5.85 -3.73 -0.33
H -6.92 -2.69 -1.20
C 4.32 -5.22 2.42
O 5.11 -5.15 1.49
N 4.59 -5.94 3.56
N 3.12 -4.57 2.42
H 3.96 -6.01 4.34
H 5.47 -6.43 3.59
H 2.88 -4.02 1.61
H 2.47 -4.62 3.18
*
```

Here are the Löwdin charges for atoms 1 to 2, given in e:
1 C 0.06
2 C -0.29

[5]
The following is a quantum chemistry calculation of a structure of composition C9H30N12O11Zn, from the Open Molecules 2025 dataset.

Summary:
Largest force on an atom = 0.1259 hartree/bohr
Frontier orbital gap = 4.3 eV
E = -98644.419 eV

The geometry in ORCA input format:
```
! RIJCOSX wB97M-V def2-TZVPD def2/J DEFGRID3
* xyz 0 1
Zn 4.44 6.82 1.49
C 3.26 4.61 1.61
O 4.19 4.86 0.84
O 2.51 3.64 1.53
O 3.09 5.62 2.39
C 2.02 8.51 0.77
O 2.87 7.69 0.35
N 1.54 9.46 0.02
N 1.41 8.30 1.90
H 1.88 9.55 -0.92
H 0.91 10.09 0.50
H 1.60 7.51 2.49
H 0.75 8.97 2.27
C -0.61 4.93 3.23
O -1.78 4.91 3.54
N -0.16 4.63 2.02
N 0.30 5.43 4.01
H 0.84 4.63 1.85
H -0.73 4.22 1.29
H 0.07 5.88 4.88
H 1.22 5.52 3.60
C 5.63 2.14 -0.73
O 6.29 1.29 -1.28
N 6.20 3.11 0.00
N 4.32 2.19 -0.77
H 5.53 3.82 0.30
H 7.20 3.11 0.08
H 3.81 1.47 -1.26
H 3.84 2.78 -0.10
C -0.20 1.00 0.06
O -0.76 0.20 -0.68
N 1.07 1.42 -0.03
N -0.83 1.63 1.03
H 1.30 2.25 0.50
H 1.68 1.07 -0.74
H -1.81 1.44 1.11
H -0.41 2.43 1.48
C 6.56 1.88 4.55
O 6.10 0.75 4.60
N 7.76 2.19 5.01
N 5.95 2.89 3.90
H 8.50 1.50 5.06
H 8.11 3.13 4.97
H 5.19 2.79 3.26
H 6.61 3.62 3.67
C 1.83 2.01 4.64
O 1.41 1.32 5.58
N 1.20 2.07 3.50
N 2.76 2.96 4.65
H 0.37 1.50 3.40
H 1.71 2.51 2.75
H 3.21 3.13 5.53
H 2.79 3.62 3.89
C 1.29 5.42 -2.02
C 2.72 4.99 -2.43
O 3.85 5.44 -1.80
O 0.82 4.60 -1.03
H 0.68 5.39 -2.92
H 1.26 6.44 -1.61
H 2.85 5.28 -3.48
H 2.72 3.90 -2.36
H 3.94 5.10 -0.91
H 1.61 4.45 -0.49
*
```

Here are the Löwdin charges for atoms 1 to 2, given in e:
1 Zn 1.19
2 C -0.91

[6]
The following is a quantum chemistry calculation of a structure of composition C9H31AlBrO14P4S, from the Open Molecules 2025 dataset.

Summary:
Largest force on an atom = 0.1368 hartree/bohr
Frontier orbital gap = 6.4 eV
E = -163137.995 eV

The geometry in ORCA input format:
```
! RIJCOSX wB97M-V def2-TZVPD def2/J DEFGRID3
* xyz -1 1
O -0.21 -0.62 0.40
P -0.86 0.25 -0.84
O -2.51 0.19 -0.68
S -0.32 2.12 -0.65
Al -0.20 -0.81 -2.85
Br 1.98 -0.21 -3.55
H 0.23 -1.39 0.00
H -2.79 -0.59 -1.17
H -0.20 -2.40 -2.54
H -1.21 -0.53 -4.05
C 0.18 -3.81 4.99
O -0.93 -2.91 5.04
P -0.67 -1.32 5.20
O 0.80 -1.14 5.21
O -1.39 -1.26 6.65
C -0.69 -1.76 7.78
O -1.30 0.09 4.81
C -1.46 0.31 3.38
H 0.64 -3.82 4.01
H 0.92 -3.57 5.75
H -0.24 -4.80 5.20
H 0.38 -1.54 7.71
H -0.84 -2.83 7.88
H -1.10 -1.27 8.66
H -2.10 -0.45 2.95
H -0.49 0.29 2.89
H -1.91 1.29 3.23
C -2.16 6.02 -4.43
O -3.39 5.33 -4.65
P -3.40 3.70 -4.74
O -1.97 3.34 -4.52
O -3.84 3.74 -6.29
C -2.89 4.18 -7.25
O -3.97 2.17 -4.58
C -4.40 1.78 -3.27
H -1.88 5.99 -3.38
H -1.36 5.61 -5.03
H -2.34 7.06 -4.72
H -1.89 3.84 -6.99
H -2.91 5.27 -7.34
H -3.17 3.75 -8.21
H -5.24 2.39 -2.94
H -3.57 1.88 -2.57
H -4.71 0.74 -3.31
C 6.35 -1.61 0.28
O 5.01 -1.13 0.26
P 3.81 -2.07 0.77
O 4.43 -3.31 1.28
O 3.10 -2.20 -0.66
C 3.63 -3.08 -1.63
O 2.40 -1.91 1.51
C 2.34 -1.13 2.74
H 6.78 -1.54 1.29
H 6.42 -2.63 -0.07
H 6.92 -0.96 -0.38
H 4.03 -3.99 -1.17
H 4.41 -2.58 -2.21
H 2.83 -3.35 -2.31
H 2.66 -0.11 2.56
H 2.95 -1.60 3.51
H 1.31 -1.13 3.06
*
```

Here are the Löwdin charges for atoms 1 to 2, given in e:
1 O -0.33
2 P 0.05